Record 1
The following is a quantum chemistry calculation of a 13-piece molecular cluster, CH25O15 overall at a distorted geometry, from the OMol25 dataset.

```
41
Properties=species:S:1:pos:R:3:forces:R:3:lowdin_charge:R:1
C 0.2513 0.4238 0.2428 1.2055 -1.6404 -0.3022 -0.80
O -0.4921 1.0605 0.9396 -3.7691 1.6410 0.8619 0.02
O -0.2270 -0.3360 -0.8122 0.0099 0.7032 0.5016 0.08
O 1.4312 0.3453 0.4781 4.1220 -0.5297 -0.5409 0.00
H -1.1123 0.0171 -0.7856 -1.3873 -0.3359 -0.8885 0.06
O -0.0295 -2.2567 -3.0089 0.9663 -2.2372 -1.3168 -0.03
H -0.2471 -1.9750 -2.1573 -0.8712 1.8792 2.3198 -0.05
H 0.4558 -3.0607 -2.7271 -0.1582 0.3247 -0.9471 0.06
O 3.8935 0.1101 3.3530 -3.4114 4.7586 -2.5647 -0.08
H 2.9346 0.1546 2.8905 3.8411 -0.8896 1.8404 0.08
H 4.0834 -0.7291 3.6138 0.1659 -3.8530 0.7943 -0.05
O 2.9376 -1.9290 0.4297 -1.2054 -2.4536 -0.8674 -0.14
H 2.3757 -2.7456 0.0957 1.4520 3.1765 1.1057 0.08
H 2.4408 -1.0709 0.3593 -0.1710 -0.9994 -0.1610 -0.01
O 1.1597 -0.7659 3.2040 3.5351 -1.5824 -4.8286 0.02
H 0.6581 -0.4504 3.8324 -4.4976 1.5704 6.1868 -0.04
H 1.2068 0.0986 2.7828 0.2409 0.0957 -1.5409 0.02
O -1.5816 3.1865 -0.3053 -4.6348 4.9312 -5.2680 -0.03
H -1.0807 2.5969 0.0946 3.5493 -4.8608 2.7539 -0.11
H -1.8308 2.8624 -1.2357 0.9276 0.3571 2.5059 0.05
O 2.4410 -0.5219 -2.4002 1.7976 6.7874 0.3518 0.00
H 2.1126 -1.3234 -2.3880 -2.3678 -6.5161 -0.1969 -0.10
H 1.7940 -0.0572 -1.8284 0.7491 -0.0772 -0.3445 0.03
O 0.4448 2.8744 2.6015 6.5647 5.0164 8.9317 -0.02
H 0.1074 2.5629 1.8962 -3.1864 -3.7399 -8.2081 -0.15
H 1.4226 3.1949 2.4849 -3.0415 -1.2525 -0.2875 0.10
O -2.5502 1.1637 -2.0041 -4.0246 1.0039 0.1545 -0.10
H -3.5562 1.4792 -1.7729 3.7546 -1.1360 -0.6237 0.17
H -2.5841 1.0654 -2.9715 0.1315 0.0075 0.2857 0.06
O -2.8429 -0.2453 1.2398 -9.6081 1.6311 1.1255 0.08
H -2.3718 -0.9503 1.1526 3.7888 -7.9085 -0.8940 -0.08
H -2.1791 0.3001 1.1922 5.5359 6.2911 -0.1634 -0.09
O 3.0133 2.7307 0.4123 0.8024 -3.4714 1.2128 -0.05
H 2.6502 3.4604 0.0079 -1.4501 2.2944 -1.5575 -0.02
H 2.4961 1.9102 0.1531 0.5970 1.2248 0.5412 0.04
O -2.2371 -2.5851 -0.4463 -1.2923 4.2353 2.0699 0.04
H -2.9080 -3.0786 -0.0397 -1.5931 -0.9372 0.8174 0.04
H -1.7502 -3.1576 -0.9096 2.9969 -3.4737 -2.7744 -0.03
O -3.9551 -1.5472 -2.5507 1.2416 -1.3723 -1.5190 -0.11
H -3.1750 -2.0642 -2.9669 -1.8041 1.6540 1.3142 0.08
H -3.5997 -0.7475 -2.1464 0.4984 -0.3162 0.1201 -0.02
```
Positions in Å, forces in eV/Å.

Results
HOMO-LUMO gap (eV): 8.94
LUMO (eV): 2.09
Net charge: -1
Spin multiplicity: 1


Record 2
The following is a quantum chemistry calculation of a 13-piece molecular cluster, CH27O13 overall at a distorted geometry, from the OMol25 dataset.

```
41
Properties=species:S:1:pos:R:3:forces:R:3:lowdin_charge:R:1
C -0.3567 0.3716 -0.1230 -1.6834 1.0982 1.5726 -0.28
O -0.2601 -0.9310 -0.4826 1.6152 -1.2530 -0.3282 -0.42
H -0.6714 0.9501 -1.0360 -0.2252 0.4435 1.0428 0.09
H 0.4936 0.9195 0.3427 0.2479 -0.6724 -0.5593 0.06
H -1.1011 0.3627 0.7510 0.3682 1.0737 -1.3631 0.07
O -1.1747 2.0674 2.4392 -3.0892 0.8646 1.4941 -0.05
H -0.6851 2.4599 1.7560 1.4798 0.5647 -1.2809 -0.05
H -0.8381 1.2254 2.6706 1.2155 -1.2005 0.3134 -0.03
O 0.6248 0.1201 3.0770 -1.0106 -1.0277 0.6662 -0.05
H 0.4768 -0.6592 2.5253 -0.4323 -0.5328 0.2028 0.02
H 1.3299 0.5361 2.6219 1.4648 1.1409 -0.6390 -0.03
O 1.9750 -3.4085 -2.1731 0.9255 -0.9268 -0.6769 -0.05
H 1.7953 -3.3293 -3.1135 0.0629 -0.0944 -0.0860 0.03
H 1.4164 -2.7403 -1.8235 -0.9798 0.9978 0.7451 -0.03
O 2.5765 -1.0005 -0.0044 2.0822 0.4910 0.4587 -0.02
H 1.6621 -1.0672 -0.1828 -2.6134 0.2727 -0.6032 -0.03
H 2.7586 -1.8669 0.3370 0.4516 -0.7254 0.2163 0.05
O 3.1044 1.0364 1.9659 0.3255 0.9529 1.5289 -0.05
H 3.2320 0.3947 1.2893 -0.1322 -1.1781 -1.4071 -0.02
H 3.5997 0.6841 2.7232 -0.2762 0.2615 -0.2741 0.06
O -3.9135 1.0830 1.0286 -3.0034 0.0328 -0.8879 -0.07
H -3.0627 1.1558 1.3727 2.4781 0.2165 0.9045 -0.06
H -3.9622 0.3010 0.4545 0.5530 0.1383 0.2412 0.00
O -0.8052 -2.0952 1.8055 0.6562 -0.8046 1.0604 -0.04
H -0.6065 -1.7227 0.9423 0.3907 0.1744 -1.4470 -0.03
H -1.5577 -1.6012 2.0838 -1.0154 0.4032 0.5080 0.02
O -1.2652 -3.0149 -1.9164 -0.6815 -1.4905 0.7538 -0.06
H -1.2736 -2.9928 -2.8612 0.3847 0.6297 -0.5375 0.01
H -0.8981 -2.2265 -1.5064 0.2013 0.5885 -0.2796 -0.04
O -3.1411 -1.0363 -0.5594 -1.2755 -0.3231 1.1405 -0.01
H -3.2353 -0.8254 -1.4597 -0.7645 0.1247 -1.9881 0.03
H -2.2231 -0.8416 -0.4796 1.8618 -0.1825 0.6837 -0.02
O 0.5391 3.5008 0.9051 -0.8508 1.1660 -0.2984 -0.05
H 1.1915 3.0118 0.4151 0.4886 -0.5143 -0.5059 0.00
H 0.0002 3.9353 0.2127 0.4750 -0.3943 0.5699 0.07
O 0.0740 -0.6034 -2.9908 1.5239 -0.2214 0.2736 -0.08
H -0.6936 -0.1600 -3.2702 -1.5050 0.8331 -0.7860 -0.01
H 0.0587 -0.4775 -1.9996 0.1407 -0.9504 -0.3815 -0.02
O 1.6338 2.4873 -1.6403 0.7222 1.9660 -0.9009 -0.07
H 2.2469 3.2478 -1.8350 -0.3527 -1.2493 0.6001 0.07
H 0.9354 2.7494 -2.2619 -0.2241 -0.6932 0.2543 0.05
```
Positions in Å, forces in eV/Å.

Results
HOMO-LUMO gap (eV): 8.24
LUMO (eV): 2.27
Net charge: -1
Spin multiplicity: 1


Record 3
The following is a quantum chemistry calculation of CH28InO17 as an isolated structure at a distorted geometry, from the OMol25 dataset.

```
47
Properties=species:S:1:pos:R:3:forces:R:3:lowdin_charge:R:1
In 0.7522 2.1372 0.2193 -0.7971 2.7296 0.8075 0.94
C 0.2962 -0.1958 0.0083 3.2243 -4.1896 0.8164 -0.66
O 1.2502 0.3712 0.7923 0.1305 -3.0660 -0.0113 -0.14
O -0.4668 0.6712 -0.4497 -2.6734 -0.0728 -1.0179 -0.01
O 0.3762 -1.4478 -0.2557 -0.8403 3.9823 1.3340 -0.05
O -1.0018 -3.7008 -0.5357 -0.2155 1.6431 -2.2799 -0.02
H -0.3328 -3.0208 -0.3437 -0.2379 -1.0002 0.0921 0.00
H -1.1718 -4.2058 0.2153 0.1478 -1.3396 2.0900 0.01
O 1.7542 0.2692 -2.9867 1.3421 -0.0911 0.9492 -0.06
H 1.5972 -0.6838 -2.8317 -0.9153 -0.2353 -0.5808 0.01
H 2.7062 0.2582 -2.7517 -0.5632 0.4667 -0.4081 0.05
O 0.6362 -2.2958 -2.6207 -0.0524 0.4481 -0.2201 -0.07
H 0.4352 -1.7998 -1.7857 -0.2814 -0.9729 -1.1544 -0.02
H -0.1908 -2.4248 -3.1207 0.5501 0.2162 0.4995 0.07
O -1.2578 3.1232 0.3983 -0.8156 1.9188 1.1715 -0.04
H -2.0308 2.8762 -0.1547 -0.2100 -0.6135 -0.8769 0.06
H -1.6178 3.8452 0.9743 0.5204 -0.7576 -0.7061 0.13
O -3.0648 2.1982 -1.5087 -0.1383 0.5193 -0.3232 -0.06
H -2.6918 1.4712 -2.0587 -0.0147 -0.2164 0.2005 0.02
H -3.7738 2.5862 -2.0517 0.3578 -0.1312 0.4577 0.08
O -2.4858 -1.8128 0.9903 -2.3329 -0.5845 2.1706 -0.03
H -2.0378 -2.2608 0.3253 2.2299 -0.8724 -2.8596 -0.05
H -2.9258 -2.6598 1.2793 -0.0201 1.6263 0.5204 0.11
O -1.4318 0.1102 2.6803 0.1836 0.1282 -0.4246 -0.05
H -1.7938 -0.2768 1.8463 0.0658 -0.1318 0.8222 0.03
H -1.4878 -0.6158 3.3213 -0.0374 0.2017 -0.3153 0.08
O 2.7992 2.1402 -0.4387 1.8212 1.3658 -0.9942 0.02
H 3.4302 2.6352 -1.0297 -1.2533 -0.3891 0.2940 0.16
H 3.3712 1.9402 0.2963 0.4571 -0.6623 0.8861 0.10
O 0.3572 2.2742 2.3543 -0.7705 1.2137 0.2586 -0.02
H 0.0012 1.3902 2.6593 -0.0629 0.0993 -0.1538 0.08
H -0.4018 2.9042 2.4213 0.7933 -0.9738 0.5258 0.10
O 2.9902 -1.6998 0.4613 0.1402 -1.4023 -0.0916 -0.01
H 3.5562 -0.9518 0.5273 0.4418 0.8452 0.1469 0.01
H 2.1012 -1.4108 0.2463 0.2979 -0.0779 -0.1443 -0.02
O 1.6852 -0.6128 3.2443 0.7053 0.9769 -1.1825 -0.05
H 0.8812 -0.9638 3.5773 -1.0511 -0.6342 0.6050 0.00
H 1.4652 -0.3748 2.3063 0.5408 -0.4508 1.1583 -0.01
O 0.4962 2.9132 -1.6707 0.1706 2.9587 -0.8837 0.02
H 0.2412 2.6122 -2.5497 0.0109 -0.7621 -0.2343 0.13
H 0.4292 3.9022 -1.6717 -0.1116 -1.1223 -0.3848 0.14
O 0.4342 -3.0808 1.9653 0.7263 0.1824 0.9516 -0.06
H 1.2572 -3.0178 2.5053 -0.7810 -0.1842 -0.6571 0.07
H 0.5262 -2.3468 1.3433 0.0730 -0.2931 0.1289 -0.02
O -1.8018 -0.0438 -2.4087 -1.3011 -1.2450 0.8867 -0.07
H -2.4248 -0.7998 -2.2387 0.6324 0.9217 -0.7064 0.10
H -1.4348 0.0742 -1.4927 -0.0860 0.0282 -1.1629 -0.01
```
Positions in Å, forces in eV/Å.

Results
HOMO-LUMO gap (eV): 7.63
LUMO (eV): -5.29
Net charge: +1
Spin multiplicity: 1


Record 4
The following is a quantum chemistry calculation of CH29O16V as an isolated structure at a distorted geometry, from the OMol25 dataset.

```
47
Properties=species:S:1:pos:R:3:forces:R:3:lowdin_charge:R:1
O 3.3288 2.7939 0.0148 1.2714 -1.1369 0.2774 -0.34
V 2.4518 1.4539 -0.0532 -3.8918 6.0767 -1.7369 0.98
O 1.1688 2.1989 -0.6942 2.5528 -2.0847 0.8125 -0.27
C 0.1468 -0.0911 -0.0922 -0.7885 -0.8283 -1.3529 -0.22
O 1.5038 -0.3011 -0.0752 1.8388 -0.3710 1.0926 -0.42
H -0.0872 0.8379 0.3378 -0.7657 1.2892 -0.3148 0.04
H -0.3302 -0.7891 0.5578 -0.5000 -1.0384 0.0982 0.03
H -0.1922 -0.2701 -1.1522 -0.3752 0.8559 1.1903 0.11
O -2.9102 1.1279 -1.4022 -0.5153 -0.9735 0.9450 -0.04
H -2.6852 0.2999 -0.9222 0.0800 -0.1683 -0.8248 0.02
H -3.3012 1.5409 -0.6302 -0.2286 0.9888 -0.0263 0.06
O -2.2472 1.0669 2.0488 0.5949 1.3705 -0.8880 -0.01
H -2.1022 0.1409 2.0938 -0.1167 -1.4897 0.1597 -0.03
H -2.8522 1.2559 2.7418 -0.8042 0.3076 0.8925 0.05
O 1.2448 1.0769 -3.3732 1.7996 -0.2308 -1.3249 -0.04
H 1.2088 0.1339 -3.2642 -0.1104 -0.6485 0.1012 0.00
H 0.6098 1.4709 -2.8002 -1.1258 0.4563 1.2703 -0.06
O -1.2912 -1.5051 2.7408 -1.9344 -0.4572 -0.5931 0.00
H -0.8362 -1.1921 1.9768 0.4891 0.1111 -1.1330 -0.03
H -0.6442 -1.4111 3.3908 1.5510 -0.0109 2.0856 0.04
O 1.5828 1.9329 1.9798 -0.1524 -2.8633 1.3341 -0.04
H 1.6908 2.5799 2.6868 0.1695 0.3962 -0.4655 0.10
H 1.3838 1.0759 2.4858 0.2767 1.7164 -1.1257 0.13
O -1.4432 -2.0421 -2.4912 -1.4607 -0.2551 -0.5596 -0.02
H -1.0702 -1.7121 -1.6942 0.5537 0.1354 0.8648 -0.05
H -0.7042 -2.1241 -3.0732 0.8470 -0.1068 -0.5834 0.02
O -0.8552 3.1199 0.6158 -0.3365 0.4076 0.6103 -0.07
H -1.3022 3.7499 1.2028 0.1159 -0.2346 -0.2755 0.05
H -1.0602 2.2609 1.0158 -0.2355 0.3613 -0.0311 -0.02
O 1.6228 -1.8491 -2.0912 -0.0279 -0.5885 -0.9777 -0.05
H 1.5228 -1.3061 -1.2982 0.3910 0.4470 0.4718 -0.05
H 1.8408 -2.7211 -1.7622 -0.0206 -0.2952 -0.1564 0.04
O -0.8992 -3.1711 0.3358 -0.6115 0.0180 -0.3456 -0.06
H -1.3942 -3.0911 1.1598 0.2288 -0.2897 0.2103 0.04
H 0.0258 -3.0051 0.5768 0.0988 -0.2550 0.3226 0.00
O -2.7912 -1.1341 0.1308 -0.9412 0.7778 0.3702 -0.01
H -3.4182 -1.7391 -0.2422 -1.5486 -0.0848 -0.3906 0.08
H -2.0702 -1.7091 -0.0192 2.3634 -1.0169 0.0059 -0.03
O -0.8342 2.3209 -2.3062 0.1712 0.3629 -1.3154 -0.09
H -1.6702 1.8619 -2.1062 -0.0743 0.0439 0.3078 -0.01
H -0.8022 2.3539 -3.2772 -0.2596 0.2261 0.3377 0.06
O 1.4998 -2.4991 1.4018 0.7127 -0.2007 -0.4855 -0.07
H 2.2768 -2.8231 0.9088 -0.3247 -0.2184 0.5950 0.07
H 1.4088 -1.6401 0.9328 0.3058 0.4735 0.0350 -0.01
O 4.0858 0.4999 0.9518 1.0840 -1.1136 1.0752 -0.06
H 4.9098 0.0459 0.7328 -0.2292 -0.0435 -0.2677 0.10
H 4.2798 0.9279 1.7988 -0.1168 0.1818 -0.2916 0.09
```
Positions in Å, forces in eV/Å.

Results
HOMO-LUMO gap (eV): 8.48
LUMO (eV): -0.96
Spin multiplicity: 1


Record 5
The following is a quantum chemistry calculation of one molecule with the formula CH2BCl3O3 at a distorted geometry, from the OMol25 dataset.

```
10
Properties=species:S:1:pos:R:3:forces:R:3:lowdin_charge:R:1
O -1.7967 -1.3692 -0.0852 2.2802 1.5592 -0.3526 0.16
B -0.9472 -0.2219 -0.0362 -0.0375 -1.9551 0.3920 -0.79
O -1.1849 1.0526 0.3516 1.2622 -0.2036 -0.6632 0.20
O 0.3536 -0.6264 -0.3456 2.5904 1.2462 -0.4681 -0.06
C 1.6824 0.0908 -0.2466 -3.3428 -1.0083 0.1393 -1.63
Cl 2.8936 -1.0335 -0.7747 0.0274 -0.3075 -0.2267 0.66
Cl 1.9333 0.5391 1.4071 0.1483 -0.0969 1.1386 0.65
Cl 1.7597 1.5795 -1.1578 -0.3055 0.1210 -0.7637 0.64
H -2.7020 -1.3239 0.1488 -1.1937 0.4590 0.3220 0.07
H -1.9920 1.3130 0.7386 -1.4290 0.1861 0.4825 0.09
```
Positions in Å, forces in eV/Å.

Results
HOMO-LUMO gap (eV): 11.11
LUMO (eV): 0.15
SMILES string: OB(O)OC(Cl)(Cl)Cl
Spin multiplicity: 1


> The highest HOMO-LUMO gap belongs to which entry?

CH2BCl3O3